The following is a DFT calculation (ωB97M-V with the def2-TZVPD basis set) of C6H11N3 in the gas phase in a non-equilibrium geometry.

Each line ends with the Löwdin charge.
Element x y z (Å)
N1 0.50608 -3.01574 -0.37960  0.052
N2 -1.02796 1.75057 1.63660  0.176
N3 -0.61044 -0.30276 -1.00446  0.002
C1 1.40305 1.35240 -0.45198  -0.019
C2 -1.73809 0.50953 -0.52456  -0.123
C3 0.88528 -0.81935 0.81071  -0.085
C4 -0.89102 1.04429 0.61109  -0.332
C5 0.03260 -1.98351 0.20324  -0.299
C6 0.36187 0.39503 0.07647  -0.408
H1 1.94097 -0.98778 0.59009  0.109
H2 0.94665 2.10479 -1.09504  0.085
H3 -2.60171 -0.09594 -0.23693  0.114
H4 1.42929 -2.87064 -0.78576  0.028
H5 -0.93494 -2.10987 0.67654  0.103
H6 -0.38929 -0.28042 -1.99454  0.122
H7 0.69282 -0.72645 1.88093  0.116
H8 2.16807 0.81536 -1.01215  0.084
H9 -2.06532 1.30439 -1.20345  0.118
H10 -1.98445 2.05852 1.81108  0.063
H11 1.87655 1.85759 0.39171  0.093

Calculated values
* LUMO level: 0.8 eV
* strongest force on any atom: 2.932 eV Å⁻¹
* structure (SMILES): [H]/N=C\C[C@@]1(C)NC/C1=N\[H]

The following is a DFT calculation (ωB97M-V with the def2-TZVPD basis set) of C6H11N3 in the gas phase in a non-equilibrium geometry.

Each line ends with the Löwdin charge.
Element x y z (Å)
N1 0.42701 1.38609 -0.11213  0.086
N2 2.51501 0.35861 0.38066  0.036
N3 -2.40731 0.95514 -0.21817  0.010
C1 -0.05988 0.12858 -0.79165  -0.303
C2 1.66097 1.38788 0.27790  -0.216
C3 0.96936 -0.94804 -0.81740  -0.064
C4 -1.47230 -0.78141 1.19810  -0.090
C5 2.08882 -0.84646 -0.13119  -0.129
C6 -1.48394 -0.25010 -0.19345  -0.414
H1 2.03138 2.28773 0.69140  0.109
H2 -0.91366 -0.13477 1.88265  0.082
H3 -1.88418 -0.95018 -0.97982  0.139
H4 -2.93650 1.05895 -1.12445  0.081
H5 -0.25859 0.43774 -1.79234  0.113
H6 -1.70378 1.69616 -0.18637  0.032
H7 0.69594 -1.88607 -1.37105  0.128
H8 2.88740 -1.60675 -0.16848  0.125
H9 3.39387 0.49336 0.77927  0.118
H10 -2.51276 -0.98283 1.50552  0.079
H11 -1.03687 -1.80363 1.17102  0.077

Calculated values
* LUMO level: 0.7 eV
* strongest force on any atom: 2.697 eV Å⁻¹
* structure (SMILES): C[C@@H](N)[C@@H]1C=CNC=N1

The following is a DFT calculation (ωB97M-V with the def2-TZVPD basis set) of a 2-piece molecular cluster, C6H11N3 overall in a non-equilibrium geometry.

Each line ends with the Löwdin charge.
Element x y z (Å)
N1 0.34017 0.14732 0.86430  0.116
N2 3.06204 -0.27980 -0.17973  0.107
N3 -2.96007 -1.60345 -0.64268  0.221
C1 1.17509 -0.76566 1.27207  -0.078
C2 2.49568 -0.91035 0.78657  -0.028
C3 -2.74888 -0.34046 -0.93789  0.144
C4 3.67276 -0.05999 -1.24849  0.161
C5 -0.54781 0.82477 0.56516  -0.036
C6 -1.12582 2.14220 0.75557  0.005
H1 -3.49371 0.35589 -0.88785  0.092
H2 -1.58342 2.53147 -0.15040  0.098
H3 3.09872 -1.52217 1.33201  0.124
H4 -0.34944 2.72438 1.10600  0.080
H5 0.85906 -1.29588 2.23431  0.168
H6 3.58943 -0.79935 -1.98978  0.103
H7 -2.29565 -2.19492 -1.25245  0.213
H8 -3.74450 -1.79839 -0.10087  0.129
H9 4.31243 0.74082 -1.50570  0.109
H10 -1.95860 2.11804 1.47476  0.126
H11 -1.79747 -0.01447 -1.49490  0.145

Calculated values
* LUMO level (spin up / spin down): -9.1 / -9.1 eV
* strongest force on any atom: 6.300 eV Å⁻¹
* charge: +2

The following is a DFT calculation (ωB97M-V with the def2-TZVPD basis set) of a 2-piece molecular cluster, C6H11N3O overall in a non-equilibrium geometry.

Each line ends with the Löwdin charge.
Element x y z (Å)
O1 1.00798 -3.79937 0.82004  0.031
N1 1.00106 -1.69017 1.49520  0.151
N2 -1.05701 2.76451 0.20815  0.087
N3 -2.57619 1.40782 -0.55953  0.018
C1 1.35783 -2.64528 0.58930  -0.589
C2 -1.36602 0.93858 -1.08784  -0.043
C3 -2.36651 2.60400 0.01548  -0.187
C4 1.00224 1.59210 -0.77298  -0.062
C5 -0.43477 1.77273 -0.44977  -0.373
C6 2.44158 -2.21275 -0.29352  -0.035
H1 2.34296 -1.31220 -0.91965  0.069
H2 1.13062 0.98217 -1.65691  0.065
H3 2.89071 -2.94231 -0.97379  0.086
H4 -3.07630 3.39902 0.10226  0.113
H5 0.42544 -1.90361 2.28415  0.107
H6 1.22599 -0.74047 1.25323  0.074
H7 -1.46575 -0.05600 -1.51538  0.115
H8 -3.40018 1.21428 -1.10810  0.140
H9 3.38961 -1.90378 0.19692  0.100
H10 1.55770 2.50108 -1.04224  0.083
H11 1.64152 1.03715 -0.08457  0.049

Calculated values
* LUMO level: 0.7 eV
* strongest force on any atom: 3.929 eV Å⁻¹
* structure (SMILES): Cc1c[nH]cn1.CC(N)=O

The following is a DFT calculation (ωB97M-V with the def2-TZVPD basis set) of C6H11N3OS in the gas phase in a non-equilibrium geometry.

Each line ends with the Löwdin charge.
Element x y z (Å)
S1 0.76615 2.34945 -0.07898  1.019
O1 4.20197 -0.07632 -0.27903  0.043
N1 -0.79260 2.16843 -0.24753  -0.492
N2 -0.28764 -1.58817 0.08939  -0.204
N3 0.99495 -1.40638 -0.12531  0.105
C1 -1.66286 3.27004 -0.27894  -0.255
C2 -1.31894 -0.66064 0.48532  -0.087
C3 1.85964 -0.41170 -0.02662  -0.311
C4 3.28294 -0.85404 -0.25826  -0.228
C5 -0.83911 -2.94988 -0.13105  -0.031
C6 1.71584 0.96746 0.19445  -0.366
H1 -1.68240 -3.04228 0.60329  0.093
H2 -1.28190 -3.19130 -1.05289  0.063
H3 3.35076 -1.95155 -0.34581  0.117
H4 -1.83029 0.04357 -0.25325  0.087
H5 -0.98978 -0.00582 1.29871  0.085
H6 -1.45730 4.00585 0.47889  0.055
H7 -2.30799 -1.12077 0.71254  0.083
H8 -0.16232 -3.74432 -0.04221  0.062
H9 -1.56107 3.83878 -1.17383  0.062
H10 -2.59118 2.79173 0.02967  0.077
H11 2.59313 1.56785 0.40145  0.023

Calculated values
* LUMO level (spin up / spin down): -0.4 / -0.4 eV
* strongest force on any atom: 3.741 eV Å⁻¹

The following is a DFT calculation (ωB97M-V with the def2-TZVPD basis set) of C6H11N5O as an isolated structure in a non-equilibrium geometry.

Each line ends with the Löwdin charge.
Element x y z (Å)
O1 -1.97066 0.40430 1.34848  0.047
N1 -2.12531 -0.06912 2.74634  0.185
N2 -0.53443 -0.72030 4.44961  0.125
N3 -0.04614 -0.17030 2.07615  0.198
N4 -0.21009 -0.35257 -2.57271  -0.128
N5 1.29707 0.69288 -0.29803  -0.041
C1 -0.70304 0.20619 1.06635  -0.404
C2 1.23823 -0.27518 -2.62045  -0.228
C3 -0.18321 0.60372 -0.25973  -0.246
C4 -0.95715 -0.37143 3.04540  -0.468
C5 1.62557 0.80905 -1.69458  -0.317
C6 -0.70230 -0.46074 -1.33711  -0.272
H1 -2.01392 -0.42778 -1.67659  0.206
H2 -0.73119 0.33624 -2.79206  0.014
H3 1.65273 -0.19363 -3.87863  0.181
H4 2.82564 0.99153 -1.33070  0.172
H5 1.60117 -0.04012 0.42045  0.149
H6 -0.89643 1.66910 -0.60081  0.230
H7 -0.63046 0.03820 5.00823  0.020
H8 -1.31655 -1.42517 4.42489  0.097
H9 1.84149 -1.40663 -2.25786  0.185
H10 -0.58177 -1.67581 -1.11485  0.167
H11 1.52074 1.83757 -2.15177  0.126

Calculated values
* LUMO level: 0.8 eV
* strongest force on any atom: 8.629 eV Å⁻¹

no.,energy (Eh)
1,-399.398346
2,-399.446875
3,-398.703894
4,-474.709712
5,-872.716578
6,-583.960649